Entry 1:
Here is 15 unconnected molecules or ions with the total composition C15H56N28O17 at a distorted geometry from OMol25. Energies are from the ωB97M-V functional and the def2-TZVPD basis.

Last column: Mulliken charge in e.
CARTESIAN COORDINATES (ANGSTROEM)
O -6.2558 -0.3927 3.0052  -0.71
O -1.9793 4.6900 -1.9192  -0.78
O -0.5970 0.2382 -1.7442  0.84
O 4.5148 2.0015 1.5588  -0.83
O 3.2296 1.8244 -4.4608  -0.79
O -1.0918 -0.8137 0.1257  1.67
O 0.9065 -0.4990 -0.4928  2.36
O 0.1174 2.4710 3.7637  -0.78
O 1.7448 -4.3397 -3.5392  -0.80
O -2.8653 -1.8639 -5.3518  -0.82
O 3.1635 4.6950 -3.0400  -0.70
O 5.1155 -1.5014 -1.7799  -0.63
O -3.3247 2.6470 5.1584  -0.65
O -3.4049 -4.7492 -0.1925  -0.80
O 1.3434 -0.5317 4.7712  -0.77
O 2.2538 -3.6013 2.6968  -0.80
O -5.7914 -0.0333 0.0844  -0.69
N 0.5027 -2.6931 1.7036  0.01
N -2.7005 -0.2059 -3.9406  -0.28
N -2.4768 2.5715 -2.4942  -0.06
N -3.6805 0.5566 -0.3001  0.32
N 2.3306 1.3381 1.3906  0.71
N 2.3205 -2.1780 -3.6258  -0.05
N -4.5703 4.3305 4.6223  -0.42
N 2.4476 6.0126 -1.4245  -0.39
N -0.8028 2.2727 1.8383  -0.01
N -4.3619 -1.4232 -0.8447  -0.21
N 3.3750 -0.5730 4.1577  -0.19
N 2.4028 3.9104 -1.1423  -0.17
N -0.7112 2.9594 -1.5173  0.30
N 5.1489 -3.7604 -1.7712  -0.31
N -4.0195 -0.7803 3.1833  -0.15
N -1.8865 -3.4239 -1.1330  0.12
N 6.0850 -2.7051 -3.3639  -0.48
N 2.3534 -2.6375 0.6800  0.02
N 0.8378 -2.8745 -2.2253  0.34
N -0.1844 0.5862 2.7656  0.73
N 2.4406 0.7656 -2.6171  0.18
N -2.9878 3.7535 3.1860  -0.25
N 3.0478 0.2647 6.0837  -0.46
N -2.3821 -3.1285 1.0285  0.16
N -1.5228 -1.8877 -3.5516  0.41
N 3.8069 0.1417 0.6366  0.26
N -5.3640 -2.2980 3.6871  -0.34
N 1.1196 1.0832 -4.3239  -0.15
C -3.5805 3.5325 4.3899  0.57
C -1.7585 3.5289 -1.9926  0.38
C -0.2825 -0.2872 -0.6970  -1.03
C 3.6012 1.2221 1.2869  0.23
C -5.2666 -1.1326 3.1906  0.72
C -2.4073 -1.3410 -4.3577  0.18
C 1.7534 -3.0458 1.7437  0.18
C -4.6592 -0.2775 -0.2524  0.34
C 2.4990 -0.2619 4.9934  0.65
C -2.6424 -3.8055 -0.0609  0.07
C 5.5097 -2.6282 -2.2248  0.59
C 1.7158 -3.2265 -3.1098  0.26
C 2.6936 4.8809 -1.9298  0.66
C -0.2575 1.7932 2.8793  0.47
C 2.2925 1.3023 -3.7970  0.24
H 6.1048 -1.9130 -3.9903  0.26
H -2.0907 1.6418 -2.4131  0.30
H 6.1590 -3.5764 -3.8693  0.16
H -2.7097 0.3407 -0.4765  -0.68
H 1.8500 6.0199 -0.6103  0.18
H 1.0827 -1.9793 -1.8269  -0.99
H 3.3761 0.8201 -2.2404  0.15
H -3.3174 2.7295 -3.0314  0.19
H 1.6386 0.6010 -2.0256  -0.74
H 0.0694 3.4879 -1.1549  -0.06
H 1.8901 4.0784 -0.2884  0.14
H -4.9616 -2.1807 -0.5506  0.24
H -4.7662 5.0845 3.9795  0.16
H -3.9693 1.4568 0.0555  0.20
H 3.0411 -0.4254 0.3020  -0.64
H -3.2375 -1.3466 3.4796  0.10
H -1.8753 -2.2957 0.7645  -0.38
H 0.5453 -3.7369 -1.7884  0.22
H 4.0181 0.5450 6.0837  0.15
H -1.0156 -2.7586 -3.6184  0.31
H -0.6299 3.2542 1.6748  0.23
H -0.1221 -3.0755 2.3989  0.19
H 3.3576 -2.6919 0.7734  0.14
H -1.9766 -3.9087 -2.0145  0.17
H -3.8595 0.0816 2.6818  -0.09
H -0.1411 0.2721 1.8067  -1.45
H -4.5935 -2.9499 3.7252  0.14
H -2.2191 3.1319 2.9791  0.29
H 5.0480 -4.4948 -2.4572  0.18
H 1.9103 2.1388 1.8403  0.07
H 2.3707 2.9399 -1.4201  -0.17
H -0.5399 1.9659 -1.5781  0.30
H 1.0158 1.5793 -5.1975  0.22
H -0.0038 0.0610 3.6092  0.53
H 0.2074 -2.0825 0.9552  -0.12
H -3.1889 4.5372 2.5815  0.22
H 2.8301 -0.9769 3.4094  -0.07
H 1.9780 -2.0941 -0.0841  -0.24
H -3.4581 -1.5157 -1.2861  0.05
H -4.8895 4.3745 5.5795  0.26
H 2.1791 -1.3047 -3.1386  -0.04
H 0.3518 0.5195 -3.9878  0.21
H -2.6484 -3.3608 1.9746  0.21
H -2.1751 0.1728 -3.1656  -0.16
H 4.7323 -0.2421 0.5082  0.13
H 2.9870 -2.3058 -4.3738  0.24
H -1.1065 1.6117 1.1377  -0.24
H 2.3916 0.3201 6.8495  0.27
H -1.1264 -1.2785 -2.8502  -1.37
H -3.3476 0.3156 -4.5144  0.19
H 4.8210 -3.8467 -0.8198  0.23
H -1.3489 -2.5779 -1.0087  -0.35
H 4.3823 -0.5422 4.2255  0.18
H 2.6222 6.8406 -1.9759  0.25
H -6.2739 -2.5560 4.0414  0.23
H 1.7738 0.6219 0.9465  -0.57

Computed properties:
Multiplicity = 1
HOMO energy = -4.780 eV
Maximum force = 10.2 eV Å⁻¹
Charge = -2
Energy above the lowest of the compared OMol25 structures with the same formula, charge and spin = 148.9 kJ/mol

=====

Entry 2:
Here is a molecular structure, C15H60O15 at a distorted geometry from OMol25. Energies are from the ωB97M-V functional and the def2-TZVPD basis.

Last column: Mulliken charge in e.
CARTESIAN COORDINATES (ANGSTROEM)
O 3.0287 1.2170 -2.6663  -0.68
O 1.5935 1.7055 2.1380  -0.31
O 0.4642 2.1862 -1.2012  -0.78
O 1.4013 -2.3864 0.2905  -0.74
O -2.4693 -2.8429 -1.6174  -0.64
O -0.7674 -0.4634 0.7789  -0.14
O -0.0079 -0.7779 -2.9168  -0.76
O -2.7277 -0.4732 3.9072  -0.74
O -2.0646 1.1058 0.8934  -0.89
O -2.0088 2.7235 1.7125  -0.82
O 0.5037 -1.3852 1.6936  0.33
O 1.3867 2.2207 0.3807  -0.49
O 1.1018 -1.8584 -1.7454  -0.30
O -0.3713 1.2173 -2.6756  -0.51
O -2.3804 -2.8201 3.2858  -0.55
C -2.3037 -2.8856 1.8739  -0.71
C 0.2283 3.5139 -1.6689  -1.58
C 2.3706 0.6917 -1.5368  -0.20
C 2.5598 2.9721 0.2624  -1.43
C 0.7612 -0.4315 -4.0248  -0.91
C -3.1594 0.4297 0.3152  -1.40
C 0.2448 0.0355 -0.1391  0.24
C 2.7345 -2.7185 0.6065  -1.25
C -1.8908 -1.6328 -1.2798  0.54
C -0.8367 3.1471 1.0421  -0.36
C 0.8617 -1.8522 2.9929  -0.91
C -1.8049 0.0092 2.9675  -0.68
C 1.5184 -2.8884 -2.6305  -1.51
C -1.6144 1.0963 -1.9942  -1.51
C 0.4314 1.0693 2.5814  -1.19
H -1.7944 -0.4206 1.9659  -0.11
H 1.3164 0.4831 -3.8163  0.26
H -0.9733 -1.4209 -1.8288  0.55
H 1.5029 -1.2058 -4.2209  0.37
H -2.2519 -3.9090 1.5024  0.36
H -1.2655 0.6060 0.7114  -2.13
H -2.6093 -0.8157 -1.3454  -0.11
H 2.0559 -3.6358 -2.0470  0.28
H 0.1552 -0.2198 -4.9057  0.36
H 0.1824 -2.6060 3.3909  -0.03
H -0.7861 -0.1878 3.3012  1.11
H 2.6507 3.7552 1.0151  0.26
H 1.8603 -2.2891 2.9986  0.57
H 1.4305 1.7403 1.2107  1.25
H 0.6486 -3.3098 -3.1345  0.29
H 1.1696 -0.3453 0.2944  0.12
H 2.7029 3.4273 -0.7176  0.35
H 0.6726 -1.2492 -2.3506  -0.25
H -0.4757 4.0767 1.4823  0.52
H 1.9691 2.1330 2.9111  0.63
H -0.4901 4.0536 -1.0517  0.21
H -3.1279 0.5272 -0.7700  0.46
H -1.6089 -3.3121 3.5762  0.39
H -2.5035 -1.3920 4.0718  0.53
H 3.3928 0.4838 -3.1677  0.49
H -1.4475 -2.3335 1.4863  -0.22
H -3.9743 0.8889 0.8749  0.63
H 3.3109 -1.8289 0.8605  0.26
H 1.3652 -2.0280 -0.5993  0.69
H -0.3756 -1.0228 1.4535  0.08
H 1.2864 0.6329 -1.6321  0.79
H 0.1778 -0.2295 -1.1943  0.73
H -0.2404 1.7215 3.1394  0.11
H 2.2527 -2.4965 -3.3343  0.56
H 2.7139 -3.2872 1.5362  0.40
H 3.2022 -3.2603 -0.2155  0.41
H 1.1497 4.0579 -1.8767  0.46
H -0.0751 0.6347 1.7196  -0.89
H -0.6259 -0.0492 -2.8244  1.02
H -1.9266 1.0905 2.9045  0.20
H -1.5597 -1.7109 -0.2442  -0.87
H -2.1312 0.2448 -2.4369  1.30
H 0.9832 -1.9480 1.0812  2.11
H -2.1995 2.0030 -2.1479  0.42
H 0.1636 1.8961 -2.2577  1.18
H 2.5221 1.3675 -0.6951  -0.84
H 0.7695 -1.0163 3.6864  0.68
H -2.2468 1.8800 1.3207  1.97
H -0.1471 2.3035 1.0115  0.31
H -0.9728 3.4103 -0.0069  -0.59
H -2.7028 -2.7808 -2.5465  0.41
H -3.1332 -2.3801 1.3794  0.39
H 1.0783 2.2550 -0.4665  0.24
H 3.3469 2.2300 0.3961  0.43
H 0.7294 0.2629 3.2514  0.80
H 0.2480 1.1251 -0.1096  -0.36
H -3.1517 -0.6096 0.6437  0.42
H -1.5358 0.8674 -0.9314  -0.16
H -0.2374 3.5026 -2.6544  0.53
H 2.7766 -0.2847 -1.2726  0.60

Computed properties:
Multiplicity = 1
HOMO energy = -7.096 eV
Maximum force = 18.2 eV Å⁻¹
Energy above the lowest of the compared OMol25 structures with the same formula, charge and spin = 4608.3 kJ/mol

=====

Entry 3:
Here is 15 unconnected molecules or ions with the total composition C15H60O15 at a distorted geometry from OMol25. Energies are from the ωB97M-V functional and the def2-TZVPD basis.

Last column: Mulliken charge in e.
CARTESIAN COORDINATES (ANGSTROEM)
O 1.9491 -2.3540 1.1030  -0.68
O 1.7424 0.6888 -2.9289  -0.45
O -1.0902 -3.1081 2.0616  -0.51
O -0.1431 4.3357 -0.1748  -0.69
O 1.2495 1.0910 0.3131  -0.30
O -1.3768 -4.9300 -0.5685  -0.52
O -3.3624 1.1726 0.2030  -0.60
O 3.2624 -3.3600 -1.0687  -0.64
O 3.1623 3.7721 0.2743  -0.60
O -0.3810 0.6628 -4.6267  -0.55
O 1.2841 1.8216 4.9404  -0.06
O 0.3923 -1.4200 5.3823  -0.58
O 2.6452 2.3099 2.6220  -0.48
O -3.4625 -1.2469 1.3448  -0.60
O 2.5433 -0.4708 3.0907  -0.63
C -3.5127 -5.4734 -1.6608  -1.29
C -0.4186 0.8983 2.0263  -1.48
C 0.3494 2.7953 5.3967  0.94
C -0.1706 2.4567 6.7930  -1.33
C -2.1449 -4.9186 -1.7111  0.37
C -0.4988 -0.4208 -0.0498  -1.40
C 0.9005 4.2198 5.2524  -1.11
C -2.2303 -3.4298 -2.1221  -1.21
C -2.0123 2.2764 -4.4091  -1.61
C -2.4885 -0.1905 -4.7236  -1.61
C -0.1136 0.9075 0.5129  2.35
C 3.6985 0.9265 -4.2628  -1.46
C -1.6459 0.8534 -4.1337  1.67
C 2.2799 -1.2203 -4.1184  -1.12
C 2.8635 -0.0053 -3.3773  0.78
H 1.2050 -1.2994 -3.9562  0.15
H 0.1440 4.9951 5.3742  0.38
H -0.8740 -3.9468 2.4692  0.25
H -1.2655 -2.9360 -2.2377  0.31
H 1.4628 4.2974 4.3218  0.39
H -2.7302 -3.3215 -3.0846  0.45
H -0.4339 0.3850 -5.5441  0.29
H -1.4367 0.5093 2.0438  0.35
H -1.7459 -4.3202 0.0744  0.29
H -3.4697 -1.2774 2.3015  0.28
H -2.7380 -2.7939 -1.3969  0.24
H -3.5981 1.5424 1.0538  0.27
H 2.4294 2.6739 1.7634  0.23
H -3.4905 -6.5626 -1.6254  0.33
H -2.0033 -1.1344 -4.4752  0.38
H -1.6154 -5.4296 -2.5153  0.36
H -1.5339 -2.6137 2.7507  0.20
H 1.2527 1.2149 -0.6389  0.27
H -0.4648 2.7196 4.6760  0.17
H 2.2840 -1.2194 -5.2084  0.35
H 1.7761 0.0998 3.0460  0.08
H 1.0330 -0.7166 5.2774  0.26
H -1.0201 3.9790 -0.3158  0.32
H -3.5225 -0.2114 -4.3795  0.42
H -0.3295 -1.1755 4.8030  0.32
H 3.3562 -0.5231 -2.5544  0.20
H -0.9438 3.1233 7.1752  0.38
H 3.4872 3.1729 -0.3977  0.29
H 2.5408 -2.2155 -3.7585  0.33
H 3.2400 1.5099 -5.0613  0.30
H 2.5436 -2.8039 -0.7683  0.36
H -4.0834 -5.1090 -2.5150  0.35
H -1.6165 0.7501 -3.0490  -0.57
H -0.8397 -1.1776 0.6567  -0.07
H -1.4278 3.0357 -3.8894  0.32
H 0.7159 2.4331 7.4268  0.37
H -0.6163 1.7647 0.0651  -0.44
H 0.3011 -0.8136 -0.6775  0.68
H 3.2841 0.1085 2.9124  0.27
H -3.0510 2.3549 -4.0883  0.42
H -3.2373 0.2390 0.3734  0.31
H 4.2621 1.5712 -3.5884  0.33
H 3.4233 4.6406 -0.0319  0.27
H -2.6305 -0.2040 -5.8042  0.38
H 4.5107 0.3441 -4.6978  0.41
H 0.1017 0.1860 2.6667  0.02
H 2.5042 -1.8073 1.6591  0.32
H -2.1144 2.5607 -5.4564  0.32
H -0.4283 1.8253 2.5996  0.28
H -1.3250 -0.2592 -0.7422  0.17
H 0.4252 3.5665 -0.1350  0.43
H 1.5049 2.1238 4.0564  0.13
H 1.6225 4.3524 6.0582  0.35
H -3.0416 -2.0653 1.0818  0.25
H -4.0137 -5.0160 -0.8076  0.30
H -0.5518 1.4357 6.7798  0.40
H 1.1469 -1.8442 0.9896  0.32
H 1.0981 0.7306 -3.6394  0.31
H 3.4875 2.7058 2.8457  0.22
H 3.7800 -2.7945 -1.6418  0.29

Computed properties:
Multiplicity = 2
HOMO energy (alpha / beta) = -11.642 / -11.642 eV
<S²> = 0.75
Maximum force = 3.2 eV Å⁻¹
Charge = +1
Energy above the lowest of the compared OMol25 structures with the same formula, charge and spin = 0.0 kJ/mol